ORCA calculation (ωB97M-V with the def2-TZVPD basis set) on a cluster of 12 separate species, C27H57Br22NO2 in total in a non-equilibrium geometry.

Each line ends with the Löwdin charge.
Positions of all 109 atoms, in Å:
N  -3.499  0.424  0.045  -0.02
C  -3.571  0.716  -1.395  -0.23
C  -3.731  -0.549  -2.317  -0.21
O  -2.489  -1.152  -2.659  -0.15
C  -2.034  -2.006  -1.620  -0.24
C  -0.654  -2.658  -1.948  -0.15
C  0.531  -1.615  -1.924  -0.27
O  0.343  -0.618  -0.898  -0.13
H  -2.559  0.206  0.359  -0.03
H  -4.181  -0.262  0.343  0.00
H  -2.634  1.241  -1.691  0.13
H  -4.415  1.437  -1.539  0.10
H  -4.163  -0.180  -3.286  0.12
H  -4.478  -1.288  -1.920  0.11
H  -2.763  -2.852  -1.459  0.10
H  -1.944  -1.501  -0.631  0.10
H  -0.397  -3.443  -1.190  0.11
H  -0.670  -3.177  -2.940  0.04
H  1.474  -2.172  -1.686  0.06
H  0.671  -1.128  -2.919  0.11
H  0.699  -0.991  -0.082  0.02
Br  6.399  -1.229  -1.494  0.59
C  4.673  -0.334  -1.617  -0.68
C  4.071  -0.109  -0.255  -0.64
Br  3.322  -1.758  0.464  0.70
H  4.046  -0.942  -2.265  0.00
H  4.879  0.618  -2.105  0.07
H  3.232  0.583  -0.316  0.07
H  4.787  0.259  0.478  0.03
Br  4.717  -1.485  6.947  0.60
C  3.400  -0.996  5.596  -0.69
C  3.973  -1.095  4.206  -0.70
Br  5.141  0.414  3.815  0.62
H  3.051  0.004  5.843  0.05
H  2.583  -1.704  5.725  0.06
H  3.181  -1.044  3.460  0.02
H  4.558  -1.998  4.046  0.05
Br  4.742  4.099  6.671  0.61
C  6.217  2.879  7.041  -0.68
C  7.551  3.535  6.790  -0.68
Br  7.939  3.643  4.885  0.62
H  6.054  1.993  6.431  0.01
H  6.111  2.616  8.093  0.06
H  8.356  2.935  7.212  0.06
H  7.613  4.546  7.184  0.05
Br  3.155  -2.524  -4.542  0.65
C  4.933  -2.425  -5.334  -0.68
C  5.617  -3.767  -5.318  -0.69
Br  6.282  -4.200  -3.540  0.59
H  5.481  -1.660  -4.788  0.04
H  4.771  -2.089  -6.358  0.06
H  6.499  -3.755  -5.957  0.06
H  4.966  -4.583  -5.621  0.05
Br  -2.509  -6.162  -1.966  0.62
C  -3.840  -5.621  -3.282  -0.68
C  -3.289  -5.703  -4.682  -0.70
Br  -2.104  -4.206  -5.064  0.67
H  -4.169  -4.621  -3.009  0.05
H  -4.667  -6.319  -3.154  0.06
H  -4.091  -5.624  -5.415  0.06
H  -2.722  -6.612  -4.868  -0.02
Br  5.825  5.332  1.854  0.59
C  5.656  6.428  3.455  -0.72
C  4.546  7.436  3.315  -0.68
Br  5.080  8.931  2.184  0.64
H  6.628  6.882  3.631  0.05
H  5.437  5.726  4.258  -0.01
H  4.310  7.881  4.281  0.06
H  3.641  7.019  2.881  0.05
Br  0.704  -8.995  -4.654  0.61
C  -1.131  -9.646  -4.706  -0.69
C  -1.571  -9.938  -6.118  -0.68
Br  -1.981  -8.298  -7.088  0.64
H  -1.746  -8.897  -4.211  0.03
H  -1.126  -10.558  -4.111  0.06
H  -2.499  -10.509  -6.120  0.06
H  -0.822  -10.470  -6.700  0.05
Br  5.539  12.064  -3.643  0.60
C  4.528  11.315  -2.155  -0.70
C  5.375  10.383  -1.328  -0.71
Br  5.608  8.662  -2.210  0.60
H  3.651  10.833  -2.579  0.05
H  4.215  12.175  -1.563  0.06
H  4.881  10.153  -0.385  -0.01
H  6.369  10.773  -1.127  0.05
Br  -0.990  4.635  0.882  0.60
C  -2.004  3.902  2.375  -0.70
C  -1.171  2.942  3.186  -0.69
Br  -0.995  1.227  2.283  0.66
H  -2.897  3.444  1.957  0.05
H  -2.288  4.764  2.977  0.06
H  -1.659  2.717  4.133  0.06
H  -0.164  3.304  3.378  0.05
Br  -5.213  -2.740  1.308  0.63
C  -6.920  -1.803  1.217  -0.70
C  -7.502  -1.587  2.589  -0.71
Br  -8.288  -3.226  3.292  0.60
H  -7.566  -2.385  0.565  0.05
H  -6.696  -0.848  0.743  0.05
H  -8.324  -0.874  2.547  -0.01
H  -6.770  -1.249  3.318  0.05
Br  -12.403  1.063  3.552  0.61
C  -12.702  0.202  1.831  -0.70
C  -11.523  -0.645  1.429  -0.68
Br  -10.050  0.453  0.778  0.64
H  -12.925  0.991  1.116  0.05
H  -13.587  -0.417  1.971  0.06
H  -11.784  -1.294  0.594  0.06
H  -11.132  -1.249  2.244  0.04

The HOMO energy is -8.329 eV. The structure (SMILES) is NCCOCCCO.BrCCBr.BrCCBr.BrCCBr.BrCCBr.BrCCBr.BrCCBr.BrCCBr.BrCCBr.BrCCBr.BrCCBr.BrCCBr. For the LUMO energy, the calculation gives 0.18 eV. Its multiplicity is 1. For the HOMO-LUMO gap, the calculation gives 8.51 eV. Its total charge is 0.

=====

ORCA calculation (ωB97M-V with the def2-TZVPD basis set) on a cluster of 9 separate species, C27H57FN3O12PS in total in a non-equilibrium geometry.

Each line ends with the Löwdin charge.
Positions of all 102 atoms, in Å:
C  7.003  -3.363  1.007  0.00
C  5.670  -2.949  1.576  -0.50
O  5.507  -2.655  2.721  0.11
N  4.607  -3.017  0.636  -0.19
C  4.752  -2.185  -0.566  -0.05
N  3.342  -2.981  1.275  -0.34
P  2.361  -4.381  0.671  0.84
N  1.171  -3.706  -0.314  -0.14
O  1.387  -4.609  1.957  -0.29
S  2.689  -1.481  1.577  0.55
O  1.653  -1.671  2.529  -0.25
O  3.711  -0.526  1.810  -0.23
F  1.985  -1.018  0.263  -0.17
H  6.880  -4.264  0.404  0.09
H  7.449  -2.574  0.400  0.08
H  7.660  -3.593  1.847  0.09
H  5.589  -2.569  -1.153  0.09
H  4.948  -1.137  -0.325  0.09
H  3.867  -2.301  -1.192  0.06
H  1.363  -3.910  -1.294  0.00
H  0.260  -4.087  -0.076  0.06
H  1.935  -4.707  2.751  0.06
C  -0.357  0.708  2.055  -0.02
C  -1.670  1.442  2.118  -0.50
C  -1.854  2.415  3.249  -0.02
O  -2.544  1.245  1.297  0.04
H  -0.356  0.035  1.201  0.07
H  0.465  1.419  1.952  0.09
H  -0.204  0.126  2.964  0.08
H  -1.093  3.196  3.200  0.09
H  -1.762  1.889  4.200  0.08
H  -2.836  2.875  3.190  0.07
C  1.297  -0.921  -2.582  -0.02
C  2.211  -1.635  -3.540  -0.47
C  2.401  -1.037  -4.905  -0.02
O  2.748  -2.667  -3.190  0.03
H  1.238  -1.503  -1.672  0.03
H  1.660  0.083  -2.357  0.09
H  0.297  -0.842  -3.017  0.09
H  2.821  -0.033  -4.816  0.10
H  1.445  -0.971  -5.420  0.06
H  3.070  -1.655  -5.496  0.09
C  2.302  -5.781  -4.483  -0.01
C  1.174  -6.235  -3.589  -0.48
C  0.649  -7.634  -3.806  -0.02
O  0.709  -5.515  -2.732  0.05
H  2.574  -4.764  -4.217  0.05
H  3.166  -6.435  -4.351  0.09
H  1.994  -5.812  -5.529  0.09
H  1.451  -8.360  -3.660  0.09
H  0.273  -7.738  -4.826  0.09
H  -0.154  -7.839  -3.103  0.08
C  0.437  1.140  -7.425  -0.02
C  1.336  0.330  -8.324  -0.49
C  1.539  0.864  -9.723  -0.02
O  1.874  -0.692  -7.958  0.06
H  0.366  0.670  -6.448  0.06
H  0.840  2.147  -7.308  0.09
H  -0.563  1.220  -7.849  0.07
H  1.977  1.863  -9.682  0.08
H  0.581  0.931  -10.240  0.09
H  2.202  0.202  -10.274  0.08
C  -4.526  1.483  -5.871  -0.02
C  -3.196  2.183  -5.733  -0.49
C  -2.898  2.816  -4.397  -0.02
O  -2.407  2.232  -6.650  0.05
H  -4.621  1.071  -6.872  0.08
H  -4.602  0.678  -5.138  0.09
H  -5.339  2.188  -5.692  0.09
H  -2.915  2.062  -3.609  0.09
H  -3.651  3.570  -4.163  0.09
H  -1.918  3.285  -4.424  0.08
C  -4.771  -2.222  4.935  -0.03
C  -4.158  -1.070  4.173  -0.49
C  -4.227  -1.130  2.669  -0.01
O  -3.634  -0.144  4.750  0.06
H  -4.655  -2.059  6.004  0.08
H  -5.833  -2.305  4.695  0.08
H  -4.281  -3.156  4.657  0.08
H  -5.270  -1.173  2.347  0.09
H  -3.716  -2.026  2.310  0.09
H  -3.750  -0.247  2.249  0.05
C  -5.232  3.916  5.297  -0.02
C  -4.021  4.731  5.689  -0.50
C  -3.807  4.969  7.163  -0.02
O  -3.258  5.165  4.857  0.06
H  -5.271  3.816  4.215  0.08
H  -5.175  2.924  5.749  0.08
H  -6.142  4.406  5.649  0.08
H  -3.700  4.016  7.683  0.09
H  -4.660  5.502  7.587  0.09
H  -2.905  5.556  7.311  0.06
C  0.828  5.363  6.923  -0.02
C  0.221  6.499  7.711  -0.50
C  0.828  7.866  7.507  -0.03
O  -0.708  6.323  8.464  0.06
H  0.305  4.439  7.154  0.08
H  0.746  5.565  5.854  0.09
H  1.884  5.254  7.174  0.08
H  0.748  8.157  6.459  0.09
H  1.884  7.852  7.781  0.08
H  0.305  8.593  8.124  0.08

The HOMO energy is -8.875 eV. The structure (SMILES) is CC(=O)N(C)N(P(N)O)S(=O)(=O)F.CC(C)=O.CC(C)=O.CC(C)=O.CC(C)=O.CC(C)=O.CC(C)=O.CC(C)=O.CC(C)=O. For the LUMO energy, the calculation gives 0.47 eV. Its multiplicity is 1. For the HOMO-LUMO gap, the calculation gives 9.35 eV. Its total charge is 0.